Model w:
C5H7ClS | ωB97M-V with the def2-TZVPD basis set

Element x y z (Å)
Cl 0.54147 2.49935 0.12741
S -1.14755 1.89255 2.41259
C 0.70832 -1.02776 -1.33470
C -0.85638 0.03588 0.22471
C 0.19346 2.59117 1.83280
C -1.51775 0.61335 1.31645
C 0.44430 -0.19220 -0.09550
H 1.73120 -0.89477 -1.64954
H 0.32143 -2.01021 -1.15250
H -1.52749 -0.37099 -0.49374
H 1.31930 -0.04628 0.55968
H -0.02764 -0.53056 -2.04392
H -2.53544 0.19454 1.47999
H 1.00381 2.86478 2.55335

For the HOMO-LUMO gap (spin up / spin down), the calculation gives 0.266 / 0.261 Ha. For the LUMO energy (spin up / spin down), the calculation gives -0.2 / -0.2 eV.

Atom charges from the Mulliken analysis, given in e for atoms 1 to 6: atom 1 (Cl): -0.135, atom 2 (S): -0.062, atom 3 (C): -1.132, atom 4 (C): -0.144, atom 5 (C): -0.222, atom 6 (C): -0.468



Model x:
C5H7ClS | ωB97M-V with the def2-TZVPD basis set

Element x y z (Å)
Cl 1.72844 2.68549 -2.39777
S 1.59946 1.31904 0.27796
C 0.64067 1.46250 -2.64010
C -0.25834 -0.66705 -0.54260
C -1.00414 -1.16098 -1.60441
C 0.87707 1.23549 1.97863
C 0.62619 0.37210 -0.87152
H 0.76473 0.66221 -3.45802
H -0.12719 1.54982 1.73153
H 1.40823 1.86101 2.64143
H -0.31256 -1.06727 0.45060
H -1.73426 -1.90757 -1.42066
H 0.76438 0.26823 2.33691
H -0.95860 -0.70777 -2.51055

For the HOMO-LUMO gap (spin up / spin down), the calculation gives 0.308 / 0.234 Ha. For the LUMO energy (spin up / spin down), the calculation gives -0.2 / -0.7 eV.

Atom charges from the Mulliken analysis, given in e for atoms 1 to 6: atom 1 (Cl): -0.102, atom 2 (S): -0.041, atom 3 (C): -0.234, atom 4 (C): 0.271, atom 5 (C): -0.993, atom 6 (C): -0.919



Which structure loses on stability? model x does.



Model w:
H5NO2 | ωB97M-V with the def2-TZVPD basis set

Element x y z (Å)
O 1.88395 -1.13770 0.75990
O -0.39429 -0.22812 -0.38983
N -1.30361 0.86228 -0.66228
H 2.00084 -0.35942 1.32612
H -0.80785 1.72072 -0.78698
H 1.03299 -1.04624 0.23276
H -0.85289 -1.02153 -0.76558
H -1.55914 1.21002 0.28589

For the HOMO-LUMO gap, the calculation gives 0.427 Ha. For the LUMO energy, the calculation gives 0.9 eV.

Atom charges from the Mulliken analysis, given in e for atoms 1 to 6: atom 1 (O): -0.655, atom 2 (O): -0.468, atom 3 (N): -0.438, atom 4 (H): 0.288, atom 5 (H): 0.252, atom 6 (H): 0.418



Model x:
H5NO2 | ωB97M-V with the def2-TZVPD basis set

Element x y z (Å)
O -0.22968 -0.89815 0.18501
O -0.79822 2.06362 0.32330
N 1.03246 -1.24641 -0.56554
H -0.51273 1.12787 0.39272
H -0.19942 2.76262 0.31770
H -0.96119 -1.27714 -0.37399
H 0.94174 -2.29180 -0.52505
H 1.72759 -0.92041 0.08093

For the HOMO-LUMO gap, the calculation gives 0.399 Ha. For the LUMO energy, the calculation gives 0.8 eV.

Atom charges from the Mulliken analysis, given in e for atoms 1 to 6: atom 1 (O): -0.478, atom 2 (O): -0.654, atom 3 (N): -0.400, atom 4 (H): 0.369, atom 5 (H): 0.297, atom 6 (H): 0.334



Which structure loses on stability? model w does.



Model w:
C3H10N2O3 | ωB97M-V with the def2-TZVPD basis set

Element x y z (Å)
O 0.05517 0.30013 -1.24026
O 2.24252 0.61356 -0.12357
O 0.63911 0.00397 1.61590
N -1.38048 1.17766 0.89416
N 3.04375 -0.55712 -0.44208
C -0.55979 -0.12797 1.10089
C -0.80929 -0.12038 -0.39253
C -2.02855 -0.77332 -0.95748
H -2.23230 1.27681 1.42960
H 1.60468 0.32284 0.76402
H 3.76335 -0.57537 0.27933
H -0.77440 1.98838 0.91831
H -2.39622 -0.21378 -1.81660
H -2.81850 -0.87559 -0.21579
H 3.52820 -0.28526 -1.29588
H 1.08265 0.46253 -0.83393
H -1.22026 -0.84442 1.61151
H -1.73965 -1.77268 -1.29558

For the HOMO-LUMO gap, the calculation gives 0.352 Ha. For the LUMO energy, the calculation gives 0.8 eV.

Atom charges from the Mulliken analysis, given in e for atoms 1 to 6: atom 1 (O): -0.565, atom 2 (O): -0.568, atom 3 (O): -0.788, atom 4 (N): -0.388, atom 5 (N): -0.466, atom 6 (C): -0.175



Model x:
C3H10N2O3 | ωB97M-V with the def2-TZVPD basis set

Element x y z (Å)
O -1.28287 2.35781 -3.52131
O -1.68444 0.82429 -0.30767
O -2.11315 -0.40499 2.14278
N 1.73839 -1.64121 1.40965
N 1.12711 0.09477 0.24116
C 2.16072 -1.83607 0.13951
C 1.10061 -0.42299 1.44298
C 1.73035 -0.77380 -0.62074
H 1.94924 -0.53820 -1.64142
H 2.60809 -2.75804 -0.19626
H -3.00166 -0.71967 2.23976
H -0.36537 2.31475 -3.27860
H 1.74548 -2.24624 2.21443
H 0.58298 -0.00328 2.28528
H -1.95324 -0.06794 1.22497
H -1.65691 3.19258 -3.24559
H -0.74677 0.87040 -0.06153
H -1.93854 1.75783 -0.46739

For the HOMO-LUMO gap, the calculation gives 0.360 Ha. For the LUMO energy, the calculation gives 0.8 eV.

Atom charges from the Mulliken analysis, given in e for atoms 1 to 6: atom 1 (O): -0.625, atom 2 (O): -0.746, atom 3 (O): -0.644, atom 4 (N): -0.076, atom 5 (N): -0.550, atom 6 (C): -0.316



Which structure loses on stability? model w does.



Model w:
C3H8N3O | ωB97M-V with the def2-TZVPD basis set

Element x y z (Å)
O -1.63515 1.45459 -0.03406
N 0.69247 -1.07855 -0.01912
N -1.55794 -1.45913 -0.04614
N -0.54256 0.65137 -0.33483
C 0.71004 1.18201 0.23543
C 1.63083 0.02082 -0.20842
C -0.55368 -0.61953 0.01379
H -2.32952 -0.91812 0.36466
H 1.02129 -1.98717 0.24450
H -2.01619 1.91955 -0.81198
H -1.28247 -2.40061 0.34009
H 0.79359 2.16655 -0.24183
H 1.88412 -0.01304 -1.29195
H 0.66381 1.27875 1.33454
H 2.52134 -0.19749 0.45531

For the HOMO-LUMO gap, the calculation gives 0.417 Ha. The net charge is +1. For the LUMO energy, the calculation gives -3.3 eV.

Atom charges from the Mulliken analysis, given in e for atoms 1 to 6: atom 1 (O): -0.417, atom 2 (N): -0.151, atom 3 (N): -0.362, atom 4 (N): 0.152, atom 5 (C): -0.506, atom 6 (C): -0.340



Model x:
C3H8N3O | ωB97M-V with the def2-TZVPD basis set

Element x y z (Å)
O 1.18620 1.79814 -1.26930
N -1.88708 -0.80253 -0.05490
N -1.94822 0.33235 -0.99070
N 2.87270 -0.75094 1.14034
C 1.74761 -0.42765 0.70422
C 0.57398 1.42719 -0.36912
C 0.63218 0.03963 0.38352
H -1.41870 0.19457 -1.76321
H -0.39622 -0.61060 0.26610
H -0.34174 2.04163 -0.05347
H 3.28809 -0.39332 2.07309
H 3.43936 -1.36683 0.65598
H -2.30930 -0.37564 0.78375
H -2.98149 0.48154 -1.13352
H -2.45735 -1.58755 -0.37279

For the HOMO-LUMO gap, the calculation gives 0.365 Ha. The net charge is +1. For the LUMO energy, the calculation gives -4.0 eV.

Atom charges from the Mulliken analysis, given in e for atoms 1 to 6: atom 1 (O): -0.320, atom 2 (N): -0.573, atom 3 (N): -0.492, atom 4 (N): -0.306, atom 5 (C): 0.343, atom 6 (C): 0.037



Which structure loses on stability? model x does.



Model w:
C3H8N3O | ωB97M-V with the def2-TZVPD basis set

Element x y z (Å)
O 1.03866 0.05273 -1.49594
N -0.36991 1.54303 0.09383
N -2.63529 0.06236 -0.45826
N 0.87486 -0.30172 -0.15566
C 0.22790 0.50807 0.58875
C 1.76443 -1.22560 0.33173
C -3.69420 0.07519 -0.86139
H 0.19024 0.24029 1.62428
H 1.10098 -0.84077 -2.02902
H 1.20665 -2.12080 0.65212
H -0.63763 2.35753 0.61155
H 2.54168 -1.47427 -0.48055
H -4.64881 -0.07106 -1.33521
H -0.30733 1.62973 -0.87588
H 2.27463 -0.75448 1.26552

For the HOMO-LUMO gap, the calculation gives 0.408 Ha. The net charge is +1. For the LUMO energy, the calculation gives -3.2 eV.

Atom charges from the Mulliken analysis, given in e for atoms 1 to 6: atom 1 (O): -0.486, atom 2 (N): -0.324, atom 3 (N): -0.274, atom 4 (N): 0.271, atom 5 (C): 0.141, atom 6 (C): -0.896



Model x:
C3H8N3O | ωB97M-V with the def2-TZVPD basis set

Element x y z (Å)
O 1.24320 -0.56051 -0.74486
N -0.05643 -0.93767 -0.38141
N 1.95245 0.14354 0.34886
N -0.69702 1.13701 0.30876
C -0.99661 -0.05215 -0.11122
C 3.18545 0.34806 0.08709
C -2.36600 -0.46918 -0.11990
H -3.04521 0.38808 0.11332
H -2.61604 -1.21852 0.60918
H -0.11570 -1.98685 -0.22521
H 3.61254 0.01510 -0.87084
H -2.71492 -0.87388 -1.00749
H -1.27689 1.72124 0.89467
H 3.62990 1.00306 0.70750
H 0.26129 1.34268 0.39154

For the HOMO-LUMO gap, the calculation gives 0.406 Ha. The net charge is +1. For the LUMO energy, the calculation gives -3.9 eV.

Atom charges from the Mulliken analysis, given in e for atoms 1 to 6: atom 1 (O): -0.191, atom 2 (N): -0.118, atom 3 (N): -0.326, atom 4 (N): -0.275, atom 5 (C): 0.805, atom 6 (C): -0.263



Model y:
C3H8N3O | ωB97M-V with the def2-TZVPD basis set

Element x y z (Å)
O 1.93012 -2.07125 0.70165
N -1.07082 1.80427 -0.67403
N 0.03535 -0.17501 0.23014
N 0.67371 -2.39160 0.71090
C -1.11511 0.49327 -0.19188
C 1.24958 0.16006 0.09857
C 2.15342 -0.78894 0.40914
H 1.71911 1.02594 -0.21452
H 3.21738 -0.47551 0.43899
H -0.18966 2.27691 -1.03771
H 0.43277 -3.34200 0.81932
H 0.01226 -1.61341 1.01837
H -1.68103 0.48871 0.75880
H -1.67786 -0.18952 -0.98306
H -1.78785 2.04657 -1.28468

For the HOMO-LUMO gap (spin up / spin down), the calculation gives 0.252 / 0.252 Ha. The net charge is +1. For the LUMO energy (spin up / spin down), the calculation gives -6.4 / -6.4 eV.

Atom charges from the Mulliken analysis, given in e for atoms 1 to 6: atom 1 (O): -0.094, atom 2 (N): -0.497, atom 3 (N): -0.375, atom 4 (N): -0.186, atom 5 (C): -0.315, atom 6 (C): 0.383



Which structure loses on stability? model y does.



Model w:
C8H11FN2 | ωB97M-V with the def2-TZVPD basis set

Element x y z (Å)
F 2.18246 2.00997 0.52208
N -1.30962 -0.04245 0.25119
N -1.94147 -0.75580 -0.67248
C 2.29050 -0.99972 0.12784
C 1.59203 1.28312 -0.43441
C -0.04872 -0.16320 0.86766
C 2.15901 0.08250 -0.95129
C -2.17079 1.09626 0.67311
C 0.84510 -1.39206 0.71218
C -3.15557 -0.22912 -0.81628
C -3.30961 0.92994 -0.03177
H 0.32940 -2.21269 0.08149
H -1.85691 1.80437 1.35169
H 0.89087 1.77093 -1.01404
H 1.50276 -0.20221 -1.77602
H 2.94978 -0.65058 0.92536
H 3.25235 0.20713 -1.21883
H 1.05203 -1.87141 1.66303
H -0.08894 0.32580 1.90930
H 2.81976 -1.80899 -0.33281
H -4.11920 1.49185 -0.28287
H -3.86525 -0.67364 -1.55415

For the HOMO-LUMO gap (spin up / spin down), the calculation gives 0.289 / 0.282 Ha. For the LUMO energy (spin up / spin down), the calculation gives 0.8 / 0.3 eV.

Atom charges from the Mulliken analysis, given in e for atoms 1 to 6: atom 1 (F): -0.314, atom 2 (N): 0.807, atom 3 (N): -0.888, atom 4 (C): -0.769, atom 5 (C): -0.269, atom 6 (C): -0.214



Model x:
C8H11FN2 | ωB97M-V with the def2-TZVPD basis set

Element x y z (Å)
F 0.00019 -3.48385 0.15313
N -1.47962 -1.77424 -0.71871
N -0.22651 -2.11149 -0.61210
C 0.17134 0.29766 0.10689
C -0.06138 0.92126 -1.06981
C -0.41338 0.79303 1.30467
C -0.68422 2.17380 -1.13631
C 2.02297 -1.33423 -0.50849
C 0.72792 -1.20156 0.18069
C -0.94625 2.07355 1.25981
C -1.02291 2.77932 0.07775
H -0.86807 2.71133 -2.16397
H -1.23452 2.53471 2.11875
H 1.93808 -0.68552 -1.43823
H -0.53928 0.14153 2.08679
H 2.93671 -1.07490 0.12573
H -1.97057 -2.10208 -1.58656
H 0.79269 -1.41791 1.24071
H 0.15185 0.39981 -1.97141
H 2.10103 -2.38576 -0.81194
H -2.07964 -1.94638 0.11613
H -1.52667 3.77677 0.07614

For the HOMO-LUMO gap, the calculation gives 0.374 Ha. For the LUMO energy, the calculation gives 0.8 eV.

Atom charges from the Mulliken analysis, given in e for atoms 1 to 6: atom 1 (F): -0.376, atom 2 (N): -0.401, atom 3 (N): -0.012, atom 4 (C): 0.460, atom 5 (C): -0.213, atom 6 (C): -0.547



Which structure loses on stability? model w does.



Model w:
C4H8NS | ωB97M-V with the def2-TZVPD basis set

Element x y z (Å)
S -2.00973 -0.39822 0.68872
N -0.55883 -0.41142 0.19816
C 2.11604 0.36894 0.15624
C 0.40978 -1.34358 -0.01381
C -2.62852 1.06967 -0.15186
C 1.75357 -0.99990 0.05640
H -3.66188 0.84405 -0.36192
H 2.96810 0.42273 0.93205
H 1.16383 0.92948 0.25569
H 0.08205 -2.41226 -0.15788
H -2.54862 2.01829 0.36069
H 2.46979 -1.75192 -0.03169
H 2.56835 0.68955 -0.82119
H -2.12393 0.97460 -1.10961

For the HOMO-LUMO gap (spin up / spin down), the calculation gives 0.263 / 0.262 Ha. The net charge is +1. For the LUMO energy (spin up / spin down), the calculation gives -6.7 / -6.8 eV.

Atom charges from the Mulliken analysis, given in e for atoms 1 to 6: atom 1 (S): 0.285, atom 2 (N): -0.187, atom 3 (C): -0.852, atom 4 (C): 0.070, atom 5 (C): -0.794, atom 6 (C): -0.198



Model x:
C4H8NS | ωB97M-V with the def2-TZVPD basis set

Element x y z (Å)
S -0.68747 1.80888 0.55265
N 0.04971 -0.38447 1.24138
C 0.05515 -0.26070 -1.31435
C -1.16462 0.47316 1.75617
C 0.44306 0.40456 -0.01053
C 0.83890 -0.47880 -2.37091
H 1.78522 0.06667 -2.32994
H -1.08116 -0.40714 -1.32468
H 0.92784 -0.25804 1.87824
H -0.07652 -1.35090 1.31199
H -2.01601 -0.03860 1.35435
H 0.57404 -1.00041 -3.27860
H -1.14237 0.75761 2.75195
H 1.49423 0.66820 -0.21772

For the HOMO-LUMO gap, the calculation gives 0.364 Ha. The net charge is +1. For the LUMO energy, the calculation gives -3.9 eV.

Atom charges from the Mulliken analysis, given in e for atoms 1 to 6: atom 1 (S): 0.023, atom 2 (N): -0.251, atom 3 (C): -0.129, atom 4 (C): -0.460, atom 5 (C): -0.048, atom 6 (C): -0.704



Model y:
C4H8NS | ωB97M-V with the def2-TZVPD basis set

Element x y z (Å)
S -4.15463 0.26935 -0.35565
N 1.27093 0.59323 0.41481
C -1.07785 -0.32471 0.34707
C 0.19814 -0.53782 0.69142
C 2.24356 0.09362 -0.51584
C -2.18821 -0.17068 -0.29829
H 0.36766 -1.45318 1.32858
H -4.48552 0.01216 0.82660
H -2.15740 -0.57532 -1.27632
H 0.85918 1.38224 -0.11678
H 2.45167 -0.96789 -0.27305
H 1.62065 0.85554 1.33354
H 1.75126 0.20383 -1.57966
H 3.30056 0.61963 -0.52642

For the HOMO-LUMO gap, the calculation gives 0.341 Ha. The net charge is +1. For the LUMO energy, the calculation gives -3.8 eV.

Atom charges from the Mulliken analysis, given in e for atoms 1 to 6: atom 1 (S): -0.090, atom 2 (N): -0.131, atom 3 (C): 0.460, atom 4 (C): -0.318, atom 5 (C): -0.767, atom 6 (C): -0.628



Which structure loses on stability? model y does.